DFT (ωB97M-V with the def2-TZVPD basis set) results for 2 unconnected molecules or ions with the total composition HNO4S at a distorted geometry.

Output
DFT total energy   -754.33053 Eh
HOMO   0.035 Ha
Gap between HOMO and LUMO   0.2267 Ha
Spin multiplicity   1
Energy above the lowest of the compared OMol25 structures with the same formula, charge and spin   0.9227 eV
Total charge   -2
Largest force on an atom   3.6 eV/Å

Structure (XYZ):
```
7
Properties=species:S:1:pos:R:3:forces:R:3
N 0.409 0.853 -1.595 3.2290 -0.5103 -0.8897
O 1.577 0.442 -2.063 -3.2089 0.9171 1.4451
S -0.354 -1.031 1.033 -1.9140 2.3198 0.7488
O -1.781 -1.267 1.617 1.7801 -0.1950 -0.6515
O 0.343 -0.010 1.990 -0.5337 -1.2173 -1.5149
O -0.745 -0.218 -0.348 0.5171 -1.1460 1.3278
H 0.551 1.232 -0.634 0.1304 -0.1682 -0.4655
```
Positions in Å, forces in eV/Å.

Atomic charges from the natural (NBO) analysis, expressed in e, are listed below: N -0.058; O -0.572; S 1.545; O -1.113; O -1.129; O -0.987; H 0.313

DFT (ωB97M-V with the def2-TZVPD basis set) results for a molecular structure, HO3PrS at a distorted geometry.

Output
DFT total energy   -1141.29409 Eh
HOMO (alpha / beta)   -0.491 / -0.576 Ha
Gap between HOMO and LUMO (alpha / beta)   0.2855 / 0.3666 Ha
Spin multiplicity   4
Total charge   +1
Largest force on an atom   3.2 eV/Å

Structure (XYZ):
```
6
Properties=species:S:1:pos:R:3:forces:R:3
H -2.298 -0.844 -1.779 -0.5407 -0.1723 -0.2179
O 1.215 -0.933 1.185 -0.2563 0.3691 0.1160
O 1.079 1.464 1.031 -0.1440 -0.3636 0.3123
S 1.461 0.342 2.036 -0.0298 0.0189 -0.6528
Pr 0.202 0.105 -0.657 -1.7065 -0.1747 -1.3287
O -1.660 -0.134 -1.816 2.6771 0.3227 1.7711
```
Positions in Å, forces in eV/Å.

Atomic charges from the Löwdin analysis, expressed in e, are listed below: H 0.007; O -0.678; O -0.680; S 0.985; Pr 1.799; O -0.433

DFT (ωB97M-V with the def2-TZVPD basis set) results for a molecular structure, HO3S3 at a distorted geometry.

Output
DFT total energy   -1420.87941 Eh
HOMO (alpha / beta)   -0.142 / -0.142 Ha
Gap between HOMO and LUMO (alpha / beta)   0.2205 / 0.2204 Ha
Spin multiplicity   1
Energy above the lowest of the compared OMol25 structures with the same formula, charge and spin   2.4196 eV
Total charge   -1
Largest force on an atom   2.9 eV/Å

Structure (XYZ):
```
7
Properties=species:S:1:pos:R:3:forces:R:3
O 1.280 -1.314 2.085 -1.1236 -0.3867 -1.0940
S 1.622 -2.726 -0.779 -0.3678 0.4821 -0.0907
S 0.618 -2.496 -2.432 0.1799 -0.1416 0.1053
S 0.357 -1.777 1.038 -1.1195 0.1416 0.9437
H 0.103 0.721 0.248 -1.7225 -1.9794 0.4310
O -0.667 -2.779 1.448 1.4822 2.4151 -0.7321
O -0.666 0.049 0.386 2.6712 -0.5313 0.4368
```
Positions in Å, forces in eV/Å.

Atomic charges from the natural (NBO) analysis, expressed in e, are listed below: O -0.925; S -0.090; S -0.380; S 1.830; H 0.441; O -0.901; O -0.975

DFT (ωB97M-V with the def2-TZVPD basis set) results for a gas-phase ion, HO5S2 (charge -1) at a distorted geometry.

Output
DFT total energy   -1173.20381 Eh
HOMO   -0.131 Ha
Gap between HOMO and LUMO   0.2599 Ha
Spin multiplicity   1
Energy above the lowest of the compared OMol25 structures with the same formula, charge and spin   1.2916 eV
Total charge   -1
SMILES string   O=S(=O)(O)OS[O-]
Largest force on an atom   3.5 eV/Å

Structure (XYZ):
```
8
Properties=species:S:1:pos:R:3:forces:R:3
O -0.206 -2.228 -1.545 -0.2051 0.2742 -0.3783
S -0.799 1.204 -1.414 1.2353 -0.0996 1.0566
O 0.339 1.562 -0.430 -1.1556 -0.4932 -0.8602
O -2.091 -2.876 -0.096 1.5986 2.9791 -0.9092
H 0.153 -0.609 0.780 -0.9315 -2.2076 -0.1407
O -0.218 -1.572 0.829 0.6108 1.7596 -0.2471
S -1.110 -1.830 -0.510 -0.3682 -0.7859 1.7807
O -1.643 -0.378 -0.656 -0.7842 -1.4266 -0.3017
```
Positions in Å, forces in eV/Å.

Atomic charges from the natural (NBO) analysis, expressed in e, are listed below: O -0.957; S 0.695; O -0.958; O -0.939; H 0.520; O -0.926; S 2.528; O -0.963

DFT (ωB97M-V with the def2-TZVPD basis set) results for a molecular structure, HgI at a distorted geometry.

Output
DFT total energy   -450.70658 Eh
HOMO   -0.583 Ha
Gap between HOMO and LUMO   0.2913 Ha
Spin multiplicity   1
Energy above the lowest of the compared OMol25 structures with the same formula, charge and spin   2.5205 eV
Total charge   +1
Largest force on an atom   15.2 eV/Å

Structure (XYZ):
```
2
Properties=species:S:1:pos:R:3:forces:R:3
I 0.500 -0.251 0.883 7.2712 -3.6466 12.8330
Hg -0.500 0.251 -0.883 -7.2712 3.6466 -12.8330
```
Positions in Å, forces in eV/Å.

Atomic charges from the natural (NBO) analysis, expressed in e, are listed below: I -0.073; Hg 1.073

DFT (ωB97M-V with the def2-TZVPD basis set) results for a molecular structure, I2LiO4S at a distorted geometry.

Output
DFT total energy   -1302.11471 Eh
HOMO   0.109 Ha
Gap between HOMO and LUMO   0.1393 Ha
Spin multiplicity   1
Total charge   -3
Largest force on an atom   4.0 eV/Å

Structure (XYZ):
```
8
Properties=species:S:1:pos:R:3:forces:R:3
S -1.193 -0.695 0.653 -3.5299 1.4710 1.2636
Li 1.466 0.709 -1.070 -1.7700 0.6524 1.5465
I 2.914 -0.797 -2.113 1.1718 -0.9656 -0.9333
O -0.160 0.268 0.157 0.8497 -0.1424 -0.3386
O -2.203 -0.051 1.553 0.3924 1.5602 0.5413
I 1.873 3.425 -0.214 0.2459 0.3391 -0.1471
O -2.060 -1.116 -0.471 1.0081 -1.3237 -1.3579
O -0.638 -1.743 1.506 1.6321 -1.5910 -0.5745
```
Positions in Å, forces in eV/Å.

Atomic charges from the natural (NBO) analysis, expressed in e, are listed below: S 2.580; Li 0.859; I -0.932; O -1.154; O -1.167; I -0.955; O -1.126; O -1.106

DFT (ωB97M-V with the def2-TZVPD basis set) results for a molecular structure, I2O4S2 at a distorted geometry.

Output
DFT total energy   -1692.62706 Eh
HOMO   -0.358 Ha
Gap between HOMO and LUMO   0.3103 Ha
Spin multiplicity   1
Energy above the lowest of the compared OMol25 structures with the same formula, charge and spin   2.5438 eV
Total charge   0
Largest force on an atom   2.6 eV/Å

Structure (XYZ):
```
8
Properties=species:S:1:pos:R:3:forces:R:3
O -0.504 -1.528 1.095 0.6548 1.8076 -0.4217
O -1.687 0.526 -1.399 -2.2395 -0.0793 -0.3415
I 0.719 -2.909 0.511 0.9133 -1.8257 -0.2045
O 1.247 0.292 1.570 0.9621 -0.9530 -0.0810
S -0.367 0.989 -1.635 1.1614 -0.7139 -0.7095
I 0.001 2.790 -0.087 0.1812 1.9481 0.0651
S 0.080 -0.007 0.814 -2.3988 -0.2587 0.8617
O 0.511 -0.153 -0.870 0.7656 0.0748 0.8314
```
Positions in Å, forces in eV/Å.

Atomic charges from the natural (NBO) analysis, expressed in e, are listed below: O -0.877; O -0.900; I 0.464; O -0.870; S 1.428; I -0.081; S 1.737; O -0.901

DFT (ωB97M-V with the def2-TZVPD basis set) results for a molecular structure, I2O4V2 at a distorted geometry.

Output
DFT total energy   -2784.22236 Eh
HOMO   -0.281 Ha
Gap between HOMO and LUMO   0.0745 Ha
Spin multiplicity   1
Energy above the lowest of the compared OMol25 structures with the same formula, charge and spin   2.7924 eV
Total charge   0
Largest force on an atom   5.3 eV/Å

Structure (XYZ):
```
8
Properties=species:S:1:pos:R:3:forces:R:3
O -25.999 -16.790 1.764 2.7143 -1.3562 -4.3137
O -26.599 -14.392 -1.735 0.0662 -0.9294 0.8491
V -26.363 -12.823 -1.783 -2.0276 1.9628 -2.6670
O -24.875 -12.455 -1.625 1.4799 -0.1509 0.7861
I -26.341 -12.470 -4.742 -0.1497 -0.1893 1.5585
V -25.165 -17.158 0.376 -2.6991 3.0174 3.4755
I -28.002 -10.803 -0.741 0.7174 -1.1550 -0.2986
O -24.749 -15.803 -0.231 -0.1014 -1.1995 0.6100
```
Positions in Å, forces in eV/Å.

Atomic charges from the Löwdin analysis, expressed in e, are listed below: O -0.248; O -0.524; V 0.172; O -0.447; I -0.054; V 1.278; I -0.015; O -0.161

DFT (ωB97M-V with the def2-TZVPD basis set) results for a molecular structure, IV at a distorted geometry.

Output
DFT total energy   -1240.70785 Eh
HOMO (alpha / beta)   -0.807 / -0.882 Ha
Gap between HOMO and LUMO (alpha / beta)   0.2799 / 0.3925 Ha
Spin multiplicity   3
Energy above the lowest of the compared OMol25 structures with the same formula, charge and spin   0.3761 eV
Total charge   +2
Largest force on an atom   14.9 eV/Å

Structure (XYZ):
```
2
Properties=species:S:1:pos:R:3:forces:R:3
V 0.719 0.526 0.435 10.8244 7.9126 6.5531
I -0.719 -0.526 -0.435 -10.8244 -7.9126 -6.5531
```
Positions in Å, forces in eV/Å.

Atomic charges from the natural (NBO) analysis, expressed in e, are listed below: V 1.304; I 0.696

DFT (ωB97M-V with the def2-TZVPD basis set) results for a molecular structure, IZn3 at a distorted geometry.

Output
DFT total energy   -5631.31292 Eh
HOMO (alpha / beta)   -1.588 / -1.591 Ha
Gap between HOMO and LUMO (alpha / beta)   0.4294 / 0.3147 Ha
Spin multiplicity   2
Total charge   +6
Largest force on an atom   5.8 eV/Å

Structure (XYZ):
```
4
Properties=species:S:1:pos:R:3:forces:R:3
Zn -0.559 -1.721 2.075 -1.0124 -3.0313 3.8089
Zn 0.149 2.566 0.026 0.3039 5.8316 0.2563
I -0.048 0.101 0.206 -0.0524 -1.0221 -0.1875
Zn 0.458 -0.946 -2.306 0.7609 -1.7782 -3.8777
```
Positions in Å, forces in eV/Å.

Atomic charges from the natural (NBO) analysis, expressed in e, are listed below: Zn 1.945; Zn 1.911; I 0.217; Zn 1.927